The following is a quantum chemistry calculation of C36H29N8O2S2Ta as an isolated structure, from OMol25.

## Properties
total charge: +2
HOMO-LUMO gap: 5.65 eV
molecular weight: 850.76 g/mol
multiplicity: 1
highest occupied orbital energy: -0.463 Eh
electronic energy: -77030.3939 eV

Geometry (Å):
1 Ta -0.1659 0.3334 -0.2614
2 N 2.1886 3.4999 -1.6520
3 C 1.3035 2.8757 -0.8696
4 S 1.9208 1.6410 0.2576
5 N 0.0269 3.1326 -0.9500
6 N -0.6888 2.4091 0.0027
7 C -1.1213 2.9855 1.0658
8 C -1.1540 4.4258 1.2926
9 C -1.5620 5.2907 0.2708
10 C -1.5929 6.6532 0.4942
11 C -1.1889 7.1699 1.7211
12 C -0.7651 6.3192 2.7331
13 C -0.7563 4.9509 2.5270
14 C -1.4474 2.0079 2.1300
15 C -2.2183 2.3063 3.2355
16 C -2.3857 1.3366 4.2177
17 C -1.7837 0.1033 4.0572
18 C -1.0589 -0.1414 2.9016
19 N -0.8916 0.7888 1.9609
20 H 3.1700 3.4054 -1.4581
21 H 1.8796 4.2740 -2.2202
22 H -1.8808 4.8855 -0.6806
23 H -1.9312 7.3169 -0.2903
24 H -1.2049 8.2392 1.8871
25 H -0.4425 6.7228 3.6836
26 H -0.3958 4.2962 3.3114
27 H -2.6833 3.2790 3.3183
28 H -2.9825 1.5478 5.0956
29 H -1.8809 -0.6708 4.8056
30 H -0.6107 -1.1097 2.7141
31 O 2.2304 -1.8179 0.4583
32 C 1.1126 -2.2027 0.6287
33 O 0.0621 -1.4802 0.0901
34 C 0.7517 -3.4063 1.4157
35 C 1.7423 -4.3146 1.7434
36 C 1.3813 -5.4213 2.4963
37 C 0.0599 -5.5645 2.8802
38 C -0.8592 -4.5924 2.4965
39 N -0.5263 -3.5234 1.7816
40 H 2.7585 -4.1576 1.4083
41 H 2.1212 -6.1585 2.7782
42 H -0.2616 -6.4122 3.4696
43 H -1.9053 -4.6781 2.7674
44 C 3.1871 -0.1236 -3.4323
45 C 2.4843 -0.1862 -4.6247
46 C 1.1025 -0.1801 -4.5927
47 C 0.4446 -0.1008 -3.3757
48 N 1.1349 -0.0054 -2.2221
49 C 2.4791 -0.0353 -2.2553
50 C -1.0125 -0.0400 -3.2384
51 C -1.8694 -0.3741 -4.2822
52 C -3.2387 -0.2348 -4.1308
53 C -3.7521 0.2822 -2.9489
54 C -2.8982 0.5880 -1.9033
55 C -1.5186 0.3923 -2.0092
56 H 4.2675 -0.1416 -3.4089
57 H 3.0068 -0.2433 -5.5706
58 H 0.5363 -0.2165 -5.5112
59 H 2.9853 -0.0120 -1.3054
60 H -1.4744 -0.7557 -5.2148
61 H -3.9008 -0.5103 -4.9407
62 H -4.8184 0.4325 -2.8379
63 H -3.3230 1.0024 -1.0010
64 N -6.8722 -2.7794 2.1464
65 C -6.1376 -3.0898 1.0680
66 S -6.5902 -4.2184 -0.0314
67 C -4.8718 -2.3065 0.8923
68 C -3.8013 -2.8512 0.2003
69 C -2.6618 -2.0980 0.0021
70 N -2.5280 -0.8452 0.4517
71 C -3.5619 -0.3171 1.1120
72 C -4.7346 -1.0010 1.3610
73 H -7.7471 -3.2573 2.2892
74 H -6.5779 -2.1082 2.8333
75 H -3.8740 -3.8545 -0.1967
76 H -1.8326 -2.5062 -0.5558
77 H -3.4577 0.7092 1.4455
78 H -5.5401 -0.4923 1.8745

=====

The following is a quantum chemistry calculation of C36H30Cl2NOP2Pt as an isolated structure, from OMol25.

## Properties
total charge: +1
HOMO-LUMO gap: 6.82 eV
molecular weight: 820.57 g/mol
multiplicity: 1
highest occupied orbital energy: -0.366 Eh
electronic energy: -88223.9945 eV

Geometry (Å):
1 Pt -0.1919 -0.3562 0.3694
2 C 2.5547 2.1772 -0.4154
3 C 3.1269 1.0133 0.3873
4 P 2.1185 -0.5090 0.2051
5 C 2.4830 -0.9671 -1.5183
6 C 1.4770 -0.9681 -2.4822
7 C 1.7777 -1.2628 -3.8041
8 C 3.0819 -1.5570 -4.1689
9 C 4.0898 -1.5613 -3.2133
10 C 3.7931 -1.2688 -1.8935
11 C 2.9602 -1.7464 1.2104
12 C 3.0031 -3.0698 0.7716
13 C 3.6085 -4.0349 1.5575
14 C 4.1528 -3.6925 2.7880
15 C 4.0799 -2.3833 3.2424
16 C 3.4759 -1.4122 2.4622
17 C 1.3600 2.8164 0.2988
18 P -0.2283 1.9281 0.0874
19 C -0.9670 2.5587 -1.4346
20 C -2.2131 2.0334 -1.7892
21 C -2.8217 2.4152 -2.9710
22 C -2.1825 3.3088 -3.8204
23 C -0.9387 3.8195 -3.4819
24 C -0.3270 3.4457 -2.2952
25 C -1.1861 2.6115 1.4774
26 C -1.0186 1.9998 2.7237
27 C -1.6983 2.4786 3.8300
28 C -2.5512 3.5680 3.6986
29 C -2.7168 4.1798 2.4658
30 C -2.0347 3.7062 1.3532
31 H 2.2690 1.8310 -1.4139
32 H 3.3321 2.9305 -0.5461
33 H 3.1979 1.2907 1.4412
34 H 4.1281 0.7570 0.0396
35 H 0.4585 -0.7445 -2.1908
36 H 0.9949 -1.2667 -4.5510
37 H 3.3168 -1.7893 -5.1993
38 H 5.1072 -1.7947 -3.4979
39 H 4.5782 -1.2862 -1.1462
40 H 2.5630 -3.3365 -0.1804
41 H 3.6527 -5.0590 1.2121
42 H 4.6275 -4.4492 3.3981
43 H 4.4905 -2.1204 4.2081
44 H 3.4105 -0.3949 2.8284
45 H 1.2000 3.8421 -0.0381
46 H 1.5391 2.8592 1.3743
47 H -2.6974 1.3211 -1.1330
48 H -3.7872 2.0070 -3.2389
49 H -2.6499 3.6004 -4.7514
50 H -0.4362 4.5072 -4.1487
51 H 0.6445 3.8563 -2.0522
52 H -0.3666 1.1378 2.8079
53 H -1.5765 2.0015 4.7934
54 H -3.0911 3.9373 4.5604
55 H -3.3817 5.0280 2.3693
56 H -2.1686 4.1770 0.3864
57 Cl -0.3501 -5.3953 0.2921
58 C -1.6864 -4.3209 0.3221
59 C -2.9904 -4.8047 0.2263
60 C -4.0693 -3.9543 0.2641
61 Cl -5.6593 -4.5940 0.0843
62 C -3.8809 -2.5679 0.4572
63 C -4.9223 -1.6336 0.5894
64 C -4.6092 -0.3189 0.8530
65 C -3.2782 0.0665 0.9712
66 N -2.2677 -0.7764 0.7953
67 C -2.5528 -2.0854 0.5447
68 C -1.4202 -2.9470 0.4091
69 O -0.2215 -2.4599 0.3649
70 H -3.1578 -5.8667 0.1105
71 H -5.9513 -1.9553 0.5133
72 H -5.3867 0.4186 0.9933
73 H -3.0180 1.0816 1.2370

=====

The following is a quantum chemistry calculation of C36H30Co2N2O5P as an isolated structure, from OMol25.

## Properties
total charge: -1
HOMO-LUMO gap: 5.28 eV
molecular weight: 719.48 g/mol
multiplicity: 1
highest occupied orbital energy: -0.105 Eh
electronic energy: -135577.1461 eV

Geometry (Å):
1 O 3.3122 4.1003 -1.7240
2 C 2.4542 3.4910 -1.2298
3 Co 1.2002 2.3423 -0.7569
4 C 1.8578 1.5120 0.6294
5 O 2.2091 0.8969 1.5524
6 C 0.0501 3.2576 0.1925
7 O -0.7314 3.8742 0.7825
8 C 0.1092 1.7119 -2.2825
9 C 1.2257 0.8350 -1.9954
10 C 2.5228 0.8045 -2.4539
11 C 3.6480 0.2184 -1.7636
12 C 4.9494 0.6800 -2.0622
13 C 6.0184 0.2711 -1.2804
14 C 5.8085 -0.6478 -0.2341
15 C 4.5338 -1.1598 0.0356
16 C 3.4629 -0.7224 -0.7341
17 Co -0.5321 0.1689 -1.6347
18 C -0.1503 -1.1604 -0.6103
19 O 0.2365 -2.0621 0.0138
20 C -1.2320 -0.5228 -3.0824
21 O -1.5539 -0.9817 -4.0897
22 P -2.4083 0.9639 -0.7340
23 C -2.4891 1.1508 1.1056
24 C -3.6075 1.5549 1.8592
25 C -3.5227 1.6633 3.2557
26 C -2.3379 1.3560 3.9261
27 C -1.2343 0.9263 3.1985
28 C -1.3319 0.8220 1.8128
29 C -2.9369 2.5836 -1.4210
30 C -3.2291 3.7413 -0.6838
31 C -3.4337 4.9651 -1.3260
32 C -3.3922 5.0524 -2.7168
33 C -3.1343 3.9108 -3.4674
34 C -2.9243 2.6918 -2.8207
35 C -3.8304 -0.1459 -1.1009
36 C -4.9358 0.2101 -1.8912
37 C -5.8705 -0.7521 -2.2892
38 C -5.7298 -2.0769 -1.8816
39 C -4.6536 -2.4446 -1.0743
40 C -3.7262 -1.4797 -0.6784
41 H -0.1491 2.2175 -3.2054
42 H 2.7084 1.3867 -3.3662
43 H 5.0266 1.3997 -2.8812
44 H 7.0078 0.6759 -1.5023
45 H 6.6555 -0.9664 0.3648
46 H 4.3568 -1.8981 0.8335
47 H 2.4544 -1.1032 -0.5758
48 H -4.5494 1.7929 1.3681
49 H -4.3801 2.0024 3.8365
50 H -2.2553 1.4461 5.0075
51 H -0.2928 0.6699 3.6795
52 H -0.4733 0.4499 1.2562
53 H -3.3206 3.7099 0.3981
54 H -3.6299 5.8580 -0.7346
55 H -3.5586 6.0030 -3.2185
56 H -3.0695 3.9462 -4.5538
57 H -2.6969 1.8102 -3.4201
58 H -5.0666 1.2355 -2.2258
59 H -6.7085 -0.4684 -2.9266
60 H -6.4558 -2.8291 -2.1807
61 H -4.5192 -3.4780 -0.7576
62 H -2.8750 -1.7792 -0.0666
63 C 2.8516 -5.4818 1.3864
64 C 3.4336 -4.7058 2.5142
65 N 3.9726 -3.5182 2.4337
66 C 4.4106 -3.1609 3.8263
67 C 4.0439 -4.3342 4.7155
68 N 3.4107 -5.2313 3.7701
69 H 2.3951 -6.4229 1.7084
70 H 2.0969 -4.8612 0.8952
71 H 3.6277 -5.6835 0.6411
72 H 5.4947 -3.0134 3.8653
73 H 3.8976 -2.2514 4.1570
74 H 4.9183 -4.8083 5.1602
75 H 3.3622 -4.0039 5.4979
76 H 3.2051 -6.2049 3.9551

=====

- Which of these has the highest electronic energy?
  C36H29N8O2S2Ta